Arrangement one

9
Properties=species:S:1:pos:R:3 method="wB97M-V/def2-TZVPD" smiles="NNP(F)(F)=S" orbital_gap_ev=9.737
S -2.91 -0.83 0.16
P -1.08 -0.21 0.30
F -0.79 0.65 1.61
F -0.98 1.08 -0.74
N 0.69 -0.86 0.19
N 1.52 0.19 -0.30
H 0.66 -1.54 -0.50
H 1.08 0.61 -1.18
H 1.81 0.90 0.47

***

Arrangement two

9
Properties=species:S:1:pos:R:3 method="wB97M-V/def2-TZVPD" smiles="NNP(F)(F)=S" orbital_gap_ev=10.201
S 2.91 -0.69 0.12
P 1.05 -0.39 -0.19
F 0.18 -1.66 -0.65
F 0.45 0.56 -1.61
N -1.37 0.32 0.39
N -0.05 0.26 0.90
H -1.73 -0.58 0.14
H -1.57 0.97 -0.31
H 0.13 1.20 1.21

***

Quick look at relative energies in kJ/mol: arrangement one 32.9; arrangement two 0.0.

***

Arrangement one

59
Properties=species:S:1:pos:R:3 method="wB97M-V/def2-TZVPD" orbital_gap_ev=9.301
O 1.27 -1.94 2.08
O 2.61 -1.17 -2.23
O 0.43 2.78 -3.43
O 1.28 0.28 -4.08
O 3.00 2.53 -2.70
O 3.72 -0.72 2.14
O -1.91 -3.47 0.21
O -1.16 1.85 3.67
O 3.73 0.39 -0.33
O 2.72 2.82 0.32
O -2.56 -0.79 3.11
O -1.10 -3.05 2.71
O -0.02 -1.57 -2.50
N -1.94 -0.27 0.08
C 0.13 0.04 1.38
C -3.75 -0.93 -1.42
C -0.81 0.66 0.30
C 0.74 -1.27 0.95
C -1.25 2.06 0.71
C -2.91 0.23 -0.93
H -2.36 -2.65 0.13
H 0.00 -1.95 0.50
H -3.35 -1.01 3.63
H 0.52 -2.38 2.59
H -1.31 1.86 4.64
H -1.55 2.64 -0.15
H 3.71 -0.07 2.89
H -1.17 -3.89 3.15
H -3.56 1.06 -0.49
H -4.26 -1.44 -0.62
H 3.13 2.41 -1.75
H -0.45 -0.08 2.26
H 0.34 3.30 -4.22
H -2.08 1.99 1.39
H 0.84 1.09 -3.86
H 3.88 -0.06 0.54
H -1.55 1.03 3.34
H 0.95 -1.58 -2.23
H -2.34 0.69 -1.75
H -4.46 -0.59 -2.19
H 2.43 -0.56 -3.01
H -1.37 -3.26 1.77
H 0.64 -0.42 -3.83
H 3.45 1.30 -0.08
H -0.26 0.70 -0.66
H -2.01 -1.57 3.03
H -3.13 -1.76 -1.89
H -2.41 -0.43 0.97
H 3.03 3.71 0.22
H 1.77 2.88 0.52
H -0.41 -0.82 -1.97
H 2.90 -1.24 2.19
H 1.60 -1.13 0.27
H 1.33 2.85 -3.08
H -0.48 2.60 1.24
H 0.92 0.73 1.63
H 3.05 -0.63 -1.54
H -1.31 -3.39 -0.53
H 3.09 1.65 -3.11

***

Arrangement two

59
Properties=species:S:1:pos:R:3 method="wB97M-V/def2-TZVPD" orbital_gap_ev=9.299
O 1.66 -3.23 0.51
O 0.91 3.80 -0.07
O 2.97 0.73 -0.60
O -0.76 -2.02 -3.69
O -0.28 -3.15 -1.38
O -2.94 -2.08 2.02
O 3.35 1.57 1.99
O 1.21 1.46 3.62
O -3.39 0.86 2.10
O -1.12 3.45 3.57
O 2.52 -1.08 2.53
O 2.48 0.18 -4.26
O 0.33 -1.83 3.97
N -0.46 -0.59 1.08
C -0.99 0.65 -3.25
C -2.13 -1.56 -3.56
C -0.92 1.34 -0.61
C -2.25 -0.16 -2.95
C -0.13 0.72 0.60
C -0.16 0.79 -1.90
H 3.36 0.10 -1.22
H 2.96 2.19 1.38
H 1.02 -2.29 3.47
H -1.20 1.64 -3.68
H 0.96 -2.80 0.01
H 1.57 4.46 -0.23
H 3.08 -1.57 1.89
H 3.67 1.30 -0.28
H -1.12 -2.85 -1.75
H -3.69 -2.65 1.82
H -1.99 0.96 -0.68
H 2.02 0.43 -5.06
H 1.24 1.46 4.57
H 1.31 -3.52 1.35
H -2.53 -1.56 -4.59
H 3.24 0.60 1.86
H 2.02 1.32 3.11
H 0.69 1.53 -1.98
H 0.60 -0.91 3.92
H -2.61 -0.11 -1.89
H -0.52 2.94 4.11
H 0.29 -0.18 -1.67
H -0.05 -4.06 -1.64
H 1.94 -0.34 -3.68
H -0.14 -1.78 -3.01
H -3.11 0.23 -3.48
H -0.23 0.20 -3.89
H -0.86 2.40 -0.77
H -3.92 1.34 2.74
H 1.57 -1.12 2.19
H -1.44 -0.50 1.27
H -0.71 3.47 2.70
H 1.15 2.89 0.20
H 0.96 0.72 0.37
H -0.14 1.52 1.34
H -2.98 0.19 2.68
H -2.57 -2.45 -3.08
H -0.48 -1.48 0.58
H -3.29 -1.54 1.29

***

Quick look at relative energies in kJ/mol: arrangement one 0.0; arrangement two 429.8.

***

Arrangement one

44
Properties=species:S:1:pos:R:3 method="wB97M-V/def2-TZVPD" smiles="Cc1cccc(NC(=O)COc2cccc3c2CCN(C)C3=O)c1" orbital_gap_ev=9.054
O 2.32 1.00 0.45
O 0.73 2.93 3.00
O 1.03 -4.74 -0.36
N 0.58 -3.10 -1.84
N 0.00 2.13 0.97
C -0.14 -4.00 -2.71
C -1.37 2.41 0.95
C 1.79 -1.23 -0.11
C -2.07 2.08 -0.21
C 2.33 1.92 1.53
C 1.16 -3.59 -0.71
C -3.43 2.33 -0.31
C 0.83 -0.77 -1.17
C 0.85 -1.76 -2.32
C 3.56 -2.19 1.81
C 3.40 -0.83 1.64
C 0.92 2.38 1.93
C -2.03 2.99 2.02
C -3.39 3.23 1.92
C 2.83 -3.08 1.04
C -4.09 2.91 0.77
C -4.18 1.96 -1.55
C 2.50 -0.34 0.70
C 1.96 -2.60 0.08
H -0.20 -4.97 -2.22
H 0.08 -1.51 -3.05
H 4.26 -2.56 2.54
H 0.37 1.66 0.15
H -5.15 3.10 0.70
H -3.51 1.72 -2.37
H -4.82 1.10 -1.37
H 2.93 -4.15 1.16
H 0.38 -4.10 -3.67
H 1.82 -1.73 -2.82
H -1.15 -3.62 -2.89
H -3.91 3.68 2.75
H 1.12 0.22 -1.54
H -0.18 -0.71 -0.74
H 3.99 -0.15 2.23
H 2.81 1.52 2.42
H -1.49 3.24 2.92
H 2.89 2.80 1.20
H -4.82 2.79 -1.87
H -1.54 1.63 -1.04

***

Arrangement two

44
Properties=species:S:1:pos:R:3 method="wB97M-V/def2-TZVPD" orbital_gap_ev=5.810
O 3.73 2.99 0.15
O 3.75 1.38 1.67
O -1.59 1.66 -2.69
N -2.59 2.32 -1.96
N 2.14 0.17 -0.48
C -4.34 -0.21 2.42
C 1.62 -3.46 0.32
C 1.25 -2.16 0.05
C -4.83 -1.14 1.53
C -2.43 0.18 1.00
C 3.94 -2.93 0.01
C 2.24 -1.23 -0.28
C 4.47 -0.42 -0.45
C -2.94 -0.78 0.11
C -3.17 0.45 2.16
C 3.59 -1.63 -0.27
C -4.13 -1.43 0.38
C -0.23 0.47 -0.12
C 3.50 0.77 -0.58
C -1.19 0.85 0.80
C 3.69 1.81 0.51
C 1.06 0.97 -0.16
C -2.23 3.68 -1.64
C 2.95 -3.85 0.30
H 3.59 1.27 -1.56
H 1.28 1.94 0.25
H -1.80 1.79 -3.63
H 0.23 -1.86 0.15
H -3.03 4.18 -1.10
H 4.98 -3.21 0.04
H 5.10 -0.30 0.44
H -1.32 3.71 -1.04
H -4.88 0.00 3.34
H -0.93 1.63 1.49
H -2.04 4.23 -2.56
H -2.77 1.16 2.87
H -2.70 1.75 -1.10
H -4.51 -2.16 -0.32
H 3.21 -4.87 0.54
H 5.12 -0.54 -1.32
H -2.41 -1.02 -0.80
H -0.46 -0.35 -0.78
H 0.86 -4.18 0.58
H -5.76 -1.64 1.74

***

Quick look at relative energies in kJ/mol: arrangement one 0.0; arrangement two 476.2.

***

Arrangement one

19
Properties=species:S:1:pos:R:3 method="wB97M-V/def2-TZVPD" orbital_gap_ev=5.051
O 1.13 2.32 -1.38
N 1.77 -0.46 1.15
N -0.94 -1.17 2.16
C -1.07 0.76 -1.82
C -1.19 -0.42 -1.15
C -0.22 -0.88 -0.20
C 0.95 0.04 0.07
H 0.55 1.03 0.28
H 1.19 -0.73 1.94
H 0.11 -1.91 -0.35
H -1.89 1.03 -2.48
H 1.49 0.10 -0.90
H -0.76 -1.02 1.07
H -0.19 1.44 -1.71
H -2.05 -1.07 -1.33
H 2.40 0.28 1.44
H -1.25 -2.06 2.54
H 1.40 3.10 -1.88
H -1.46 -0.40 2.57

***

Arrangement two

19
Properties=species:S:1:pos:R:3 method="wB97M-V/def2-TZVPD" smiles="C=NCCCN.O" orbital_gap_ev=9.725
O -2.22 -4.70 0.75
N 2.00 0.58 0.67
N -1.17 0.48 -2.26
C -0.10 0.78 -1.25
C -0.37 0.25 0.18
C 0.68 0.91 1.10
C 2.90 1.44 0.72
H -1.44 0.43 0.34
H 0.71 0.16 -1.63
H -2.50 -4.56 1.66
H -2.55 -3.97 0.21
H 0.15 1.83 -1.24
H -1.72 1.31 -2.36
H -1.69 -0.29 -1.87
H 3.90 1.23 0.35
H -0.22 -0.83 0.23
H 0.42 1.98 1.09
H 2.76 2.41 1.22
H 0.46 0.55 2.10

***

Arrangement three

19
Properties=species:S:1:pos:R:3 method="wB97M-V/def2-TZVPD" orbital_gap_ev=9.587
O -4.01 -0.10 -2.99
N 0.97 -1.33 0.50
N 2.98 -1.17 1.51
C 2.04 -1.91 0.96
C -0.72 0.56 0.18
C 0.72 0.08 0.73
C -0.55 2.01 -0.39
H 2.25 -3.00 0.96
H -4.64 -0.12 -2.31
H 3.79 -1.72 1.83
H -1.51 0.33 0.83
H -0.76 -0.32 -0.61
H 0.74 0.14 1.88
H 0.49 2.22 -0.50
H 2.79 -0.14 1.65
H 1.47 0.76 0.33
H -3.94 -1.04 -3.23
H -1.00 1.92 -1.49
H -1.10 2.82 0.17

***

Quick look at relative energies in kJ/mol: arrangement one 505.7; arrangement two 0.0; arrangement three 32.9.

***

Arrangement one

19
Properties=species:S:1:pos:R:3 method="wB97M-V/def2-TZVPD" orbital_gap_ev=7.773
O 0.27 1.07 -0.66
N -1.58 -1.46 -0.58
N 0.21 -2.25 0.64
C -2.26 -0.35 -1.26
C 1.49 1.61 -0.27
C -0.37 -1.31 -0.11
C 1.67 1.63 1.25
H 1.60 2.65 -0.62
H -2.72 0.30 -0.53
H -3.00 -0.75 -1.96
H -1.51 0.24 -1.78
H 2.34 1.05 -0.72
H -2.15 -2.21 -0.23
H -0.34 -2.92 1.17
H 1.64 0.61 1.66
H 0.87 2.22 1.68
H 1.06 -1.95 1.11
H 0.18 -0.26 -0.32
H 2.62 2.09 1.53

***

Arrangement two

19
Properties=species:S:1:pos:R:3 method="wB97M-V/def2-TZVPD" smiles=CCC[C@@H](O)NN orbital_gap_ev=9.847
O -0.47 1.52 0.53
N -2.14 0.09 -0.52
N -3.25 0.18 0.36
C -0.71 0.19 0.18
C 0.14 -0.40 -0.89
C 2.45 0.09 0.33
C 1.52 -0.99 -0.20
H -0.75 -0.43 1.09
H -3.10 0.90 1.07
H 2.63 0.86 -0.42
H 1.27 -1.70 0.59
H -2.22 0.88 -1.15
H 0.44 1.75 0.34
H 0.42 0.35 -1.63
H -3.35 -0.71 0.83
H -0.35 -1.26 -1.34
H 2.04 0.56 1.22
H 3.42 -0.33 0.60
H 2.02 -1.55 -1.00

***

Arrangement three

19
Properties=species:S:1:pos:R:3 method="wB97M-V/def2-TZVPD" orbital_gap_ev=7.355
O -2.21 -0.18 -1.50
N 0.04 1.57 1.16
N 0.65 0.89 0.05
C -0.94 -1.41 0.74
C 2.11 0.81 0.17
C -0.17 -0.78 -0.39
C -0.80 -0.39 -1.64
H -1.28 -2.42 0.47
H -0.62 -1.09 -2.46
H 0.45 1.36 2.07
H 0.19 1.12 -0.93
H 2.52 0.58 -0.81
H -0.36 -1.46 1.67
H -1.84 -0.83 0.95
H 2.54 1.74 0.53
H -2.50 0.74 -1.58
H -0.88 1.13 1.25
H 0.73 -1.37 -0.60
H 2.37 0.00 0.85

***

Quick look at relative energies in kJ/mol: arrangement one 56.7; arrangement two 0.0; arrangement three 314.1.

***

Arrangement one

19
Properties=species:S:1:pos:R:3 method="wB97M-V/def2-TZVPD" smiles="CC/C(N)=C/N.O" orbital_gap_ev=8.450
O -4.40 -5.95 0.19
N -1.49 2.47 -0.19
N 0.20 0.32 -1.22
C -0.55 1.76 0.59
C 2.91 0.88 -0.25
C 0.37 0.95 0.06
C 1.72 0.75 0.69
H 0.95 -0.37 -1.20
H 1.87 1.47 1.49
H -4.68 -5.03 0.16
H -3.61 -6.13 0.70
H 1.72 -0.23 1.14
H 3.80 1.23 0.17
H 3.17 -0.11 -0.65
H -0.41 2.10 1.61
H -1.20 2.44 -1.15
H -0.59 -0.28 -0.95
H -2.48 2.33 -0.01
H 2.69 1.41 -1.18

***

Arrangement two

19
Properties=species:S:1:pos:R:3 method="wB97M-V/def2-TZVPD" smiles="[H]/N=C/NCCC.O" orbital_gap_ev=8.787
O -1.54 1.27 1.93
N 0.36 -1.57 -0.61
N 1.24 -2.68 1.13
C -0.53 -0.40 -0.68
C 0.81 1.83 -0.65
C 0.16 0.72 -1.47
C 0.16 -2.43 0.49
H 1.67 2.24 -1.19
H 0.79 0.39 -2.30
H 1.19 -2.99 2.10
H -1.02 1.58 2.68
H -0.53 1.22 -2.19
H 0.11 2.65 -0.39
H -0.85 0.06 0.25
H -0.86 -2.77 0.59
H 1.31 -1.32 -0.84
H 1.24 1.31 0.22
H -1.37 -0.78 -1.30
H -2.36 1.68 2.23

***

Quick look at relative energies in kJ/mol: arrangement one 0.0; arrangement two 18.6.

***

Arrangement one

21
Properties=species:S:1:pos:R:3 method="wB97M-V/def2-TZVPD" orbital_gap_ev=4.622
N 2.20 0.59 1.47
C -0.65 -0.75 0.72
C 0.88 0.82 -0.71
C -0.78 0.05 2.02
C -1.14 -0.19 -1.69
C -0.30 0.00 -0.54
C -2.10 -1.09 -1.93
C 2.21 0.44 0.09
H -0.81 0.37 -2.56
H -2.30 -1.89 -1.22
H -1.24 1.03 1.89
H -0.02 -1.64 0.87
H 0.62 1.87 -0.53
H -1.64 -1.15 0.50
H 2.96 1.03 -0.42
H -2.72 -0.93 -2.79
H 1.06 0.82 -1.80
H -1.37 -0.50 2.73
H 0.23 0.20 2.41
H 2.40 -0.60 -0.21
H 2.50 1.53 1.69

***

Arrangement two

21
Properties=species:S:1:pos:R:3 method="wB97M-V/def2-TZVPD" orbital_gap_ev=8.678
N -1.01 2.23 1.86
C 0.13 0.62 0.51
C 0.23 -0.19 -0.76
C -0.82 -1.92 -2.36
C 2.49 0.62 1.38
C -0.81 -1.29 -0.89
C 1.22 0.34 1.43
C -0.96 1.37 0.74
H -0.16 -1.52 -3.10
H -0.23 2.30 2.51
H -1.86 1.62 0.12
H -0.44 -2.86 -2.38
H -1.78 2.68 2.14
H -0.50 -2.03 -0.29
H -1.91 -1.19 -0.47
H 2.71 1.22 0.51
H -1.75 -1.99 -2.85
H 1.18 -0.74 -0.64
H 0.76 -0.28 2.17
H 0.23 0.46 -1.68
H 3.27 0.56 2.02

***

Arrangement three

21
Properties=species:S:1:pos:R:3 method="wB97M-V/def2-TZVPD" smiles=C[C@H]1C[C@@]12CCNC2 orbital_gap_ev=9.768
N -0.34 2.14 0.92
C -0.12 -0.23 0.19
C 0.28 -1.49 0.95
C -0.11 -2.43 -1.60
C 0.82 2.17 0.06
C 0.97 0.71 -0.56
C -0.54 -1.68 -0.40
C -1.15 0.91 0.62
H 0.81 2.90 -0.70
H -1.65 1.06 -0.34
H -0.54 -3.48 -1.53
H -1.60 -1.56 -0.15
H -1.80 0.71 1.43
H 1.86 0.14 -0.27
H 1.00 -2.58 -1.53
H 1.27 -1.75 0.75
H -0.38 -1.97 -2.53
H -0.21 -1.60 1.87
H 1.04 0.82 -1.68
H 1.61 2.45 0.74
H 0.03 2.14 1.88

***

Arrangement four

21
Properties=species:S:1:pos:R:3 method="wB97M-V/def2-TZVPD" orbital_gap_ev=8.560
N -0.22 -0.35 -2.17
C 0.02 -0.38 -0.91
C 0.42 0.19 0.37
C 1.13 -1.02 -0.08
C -2.47 0.52 0.02
C 2.52 -0.88 -0.68
C 0.60 1.32 1.31
C -1.37 -0.42 0.47
H 2.69 -1.71 -1.38
H 3.27 -0.93 0.11
H -1.29 -0.40 1.56
H -2.19 1.57 0.15
H 0.70 0.97 2.34
H -3.37 0.35 0.61
H -1.60 -1.46 0.24
H 0.94 -1.97 0.42
H 1.52 1.84 1.03
H -0.21 2.05 1.26
H 2.62 0.06 -1.23
H -0.97 0.30 -2.40
H -2.73 0.35 -1.03

***

Quick look at relative energies in kJ/mol: arrangement one 280.4; arrangement two 54.6; arrangement three 0.0; arrangement four 182.5.